Entry 1:
Molecular formula: C45H66N4O15
Method: DFT, ωB97M-V with the def2-TZVPD basis set

ORCA input file:
```
! wB97M-V def2-TZVPD RIJCOSX def2/J DEFGRID3
* xyz -1 2
O 3.58360 -1.61308 -0.07633
C 4.57808 -1.00940 0.12182
O 5.39619 -1.29166 1.15066
C 6.49933 -0.39241 1.21150
C 6.52565 0.21086 -0.22283
C 5.04040 0.25157 -0.58075
H 7.40174 -0.88462 1.57410
H 6.33325 0.38318 1.95916
H 7.11565 -0.36437 -0.93636
H 6.98982 1.19495 -0.15781
H 4.82319 0.27247 -1.64868
H 4.51845 1.09828 -0.13493
O 0.24626 3.41720 -5.45394
C 0.79901 3.39793 -4.36233
O 1.17131 4.49832 -3.82548
C 1.84187 4.28645 -2.57250
C 1.96347 2.75252 -2.45567
C 1.03387 2.16354 -3.56560
H 1.20697 4.61971 -1.75157
H 2.81280 4.78111 -2.59929
H 1.75269 2.50405 -1.41551
H 3.00367 2.47855 -2.63177
H 0.08011 1.88926 -3.11481
H 1.44243 1.28332 -4.06199
O -0.43930 -1.52944 -5.01255
C -1.21331 -0.67065 -5.47306
O -1.03551 -0.13787 -6.73016
C -1.89149 1.00075 -6.96378
C -2.57986 1.19742 -5.58642
C -2.46969 -0.09336 -4.84050
H -2.62478 0.71520 -7.71799
H -1.24167 1.82556 -7.25624
H -3.61439 1.51829 -5.70849
H -2.05525 2.02207 -5.10390
H -3.25503 -0.83950 -4.96141
H -2.42325 0.03532 -3.75912
O 2.70119 0.82561 2.31234
C 2.50995 0.16959 3.32500
O 1.33909 -0.34868 3.57953
C 1.20876 -0.99754 4.84949
C 2.68831 -0.89466 5.38828
C 3.46969 0.01237 4.50367
H 0.97146 -2.05412 4.72530
H 0.46056 -0.47786 5.44801
H 3.13480 -1.88840 5.42329
H 2.74620 -0.53774 6.41656
H 4.45932 -0.27169 4.14584
H 3.64885 0.95528 5.02032
O -5.31360 -5.26842 -0.37356
C -4.91100 -4.24277 -0.91926
O -5.46394 -3.03964 -0.69606
C -4.87840 -1.97527 -1.39869
C -3.75694 -2.52719 -2.28723
C -3.65509 -3.97050 -1.75774
H -4.44600 -1.33944 -0.62612
H -5.62357 -1.40808 -1.95647
H -2.82501 -1.97541 -2.16414
H -4.03222 -2.57792 -3.34068
H -2.78027 -4.06568 -1.11453
H -3.44100 -4.67362 -2.56266
O -2.58421 3.90854 -2.48660
C -2.28149 4.54076 -1.46326
O -1.32804 5.39898 -1.41404
C -1.07749 5.99124 -0.14229
C -1.88013 5.12908 0.88575
C -2.85967 4.33720 -0.02476
H -1.42602 7.02264 -0.19557
H -0.00368 5.98749 0.04485
H -2.32736 5.74227 1.66811
H -1.17173 4.45093 1.36154
H -3.84419 4.79279 -0.13088
H -2.84176 3.28619 0.26357
O -2.69458 0.46424 -1.36336
C -1.63854 0.35254 -0.71040
O -1.07333 1.42046 -0.18454
C 0.08344 1.08418 0.53323
C 0.54894 -0.22154 -0.13773
C -0.70840 -0.85940 -0.61524
H -0.12009 0.98982 1.59989
H 0.83005 1.86200 0.37302
H 1.13954 -0.87974 0.49949
H 1.16104 0.06269 -0.99368
H -1.19433 -1.60939 0.00885
H -0.66246 -1.21202 -1.64560
C -5.47043 1.26183 0.21062
O -6.18749 0.56829 1.22008
H -4.38689 1.30785 0.31989
H -5.63000 0.72054 -0.72192
H -5.74051 2.30346 0.03697
H -7.10223 0.51752 0.93324
N 1.04536 -5.27448 -0.03393
C 0.24086 -6.34555 -0.34488
C -0.55186 -5.96152 -1.43270
C -0.25392 -4.67742 -1.71622
C 0.71852 -4.22397 -0.83696
H 1.70743 -5.30946 0.72799
H 0.26708 -7.27800 0.19940
H -1.26112 -6.56642 -1.97809
H -0.75487 -4.10468 -2.48264
H 1.28755 -3.34123 -0.58525
N 3.35207 -5.20456 3.83314
C 3.32781 -4.06041 3.04734
C 1.94220 -3.80007 2.72991
C 1.17986 -4.75752 3.38400
C 2.06846 -5.57538 4.04630
H 4.18806 -5.50522 4.31359
H 4.21354 -3.53048 2.72944
H 1.45214 -3.05270 2.12355
H 0.11918 -4.87772 3.54808
H 1.90239 -6.32464 4.80618
N -3.32458 -0.43263 2.57950
C -1.99623 -0.52532 2.88184
C -1.57834 -1.84920 2.69416
C -2.67474 -2.46725 2.11290
C -3.77994 -1.63184 2.08953
H -3.88877 0.39152 2.72975
H -1.39211 0.29537 3.23945
H -0.63897 -2.36160 2.84047
H -2.75267 -3.49786 1.79958
H -4.82255 -1.68192 1.81230
N 2.42929 3.46231 1.94714
C 1.66177 4.21468 2.85574
C 1.87159 5.61030 2.59334
C 2.76096 5.62527 1.49812
C 3.09118 4.34513 1.15952
H 2.47844 2.45453 1.90160
H 0.93208 3.74732 3.50036
H 1.47396 6.41607 3.19253
H 3.11605 6.55172 1.07151
H 3.78804 3.98421 0.41755
*
```

Summary:
Expectation value of S²: 0.75
Orbital gap (alpha / beta) in eV: 1.81 / 8.01

---

Entry 2:
Molecular formula: C6H24O5S2
Method: DFT, ωB97M-V with the def2-TZVPD basis set

ORCA input file:
```
! wB97M-V def2-TZVPD RIJCOSX def2/J DEFGRID3
* xyz 0 1
C -1.01534 -2.44898 -0.11147
C 0.31974 -3.17260 -0.05720
C 1.51432 -2.25776 -0.26758
S 1.79633 -1.27767 1.23412
S 3.04855 0.21973 0.77524
C 2.14336 1.39054 -0.30121
C 0.84924 1.93864 0.25452
C 1.04709 2.84018 1.47375
H -1.15535 -1.79813 0.75564
H -1.86321 -3.13322 -0.12308
H -1.08957 -1.81657 -0.99781
H 0.34472 -3.91101 -0.86573
H 0.40596 -3.74859 0.86985
H 1.31509 -1.61512 -1.12853
H 2.41790 -2.80351 -0.54482
H 1.99606 0.90254 -1.26164
H 2.87988 2.18783 -0.44678
H 0.36348 2.52746 -0.53017
H 0.17020 1.11960 0.50106
H 1.60658 3.73694 1.21805
H 1.60657 2.32834 2.26233
H 0.09574 3.16345 1.90415
O -0.90504 0.49237 3.00848
H -0.77289 -0.44828 3.18333
H -0.10746 0.78760 2.58377
O -3.07464 0.07796 -2.91488
H -3.11436 0.78738 -2.22261
H -3.64301 -0.65444 -2.64689
O -3.40298 1.96973 -0.94816
H -3.30522 1.62408 -0.02131
H -2.78250 2.70523 -0.97781
O -0.55282 -0.54096 -3.82036
H -0.62526 -0.41473 -4.79523
H -1.44224 -0.30409 -3.45666
O -3.23280 0.91930 1.60484
H -2.39752 0.76894 2.10670
H -3.81392 1.30742 2.24962
*
```

Summary:
Orbital gap in eV: 9.01
Relative energy (zero: lowest compared OMol25 entry of this formula, charge and spin) in kJ/mol: 0.0
SMILES: CCCSSCCC.O.O.O.O.O

---

Entry 3:
Molecular formula: C56H140AsB3F18N7O7
Method: DFT, ωB97M-V with the def2-TZVPD basis set

ORCA input file:
```
! wB97M-V def2-TZVPD RIJCOSX def2/J DEFGRID3
* xyz 3 1
C -1.85915 -3.93254 6.56359
C -2.54976 -3.13093 5.45452
N -2.44509 -1.57230 5.58740
C -2.89086 -1.11245 6.91932
C -1.01365 -1.15329 5.32509
C -0.47144 -1.43591 3.96773
C -3.27880 -0.86773 4.50501
C -4.75962 -1.11043 4.49272
O -5.29219 -0.59766 5.69102
C -6.70982 -0.84345 5.83627
H -2.22472 -4.95467 6.58094
H -1.88261 -3.70456 7.64003
H -0.83174 -3.89890 6.25504
H -3.53639 -3.38505 5.31363
H -1.93423 -3.44266 4.55837
H -2.73832 -0.01795 7.02097
H -2.23363 -1.60103 7.61977
H -3.99874 -1.40355 6.98949
H -0.41355 -1.56472 6.13493
H -1.07723 -0.07375 5.48280
H -0.45871 -2.50724 3.65209
H 0.57358 -1.10358 4.00083
H -0.92565 -0.92035 3.12382
H -2.96499 -1.22010 3.54554
H -3.04973 0.18668 4.56967
H -4.97086 -2.20189 4.38655
H -5.10968 -0.62504 3.61274
H -6.85312 -1.86090 6.16895
H -7.17920 -0.70446 4.86706
H -7.12321 -0.13961 6.61181
C 8.65429 4.34501 -3.08613
C 9.00073 3.00177 -3.53104
N 7.97525 1.95529 -3.26693
C 6.81534 2.18954 -4.13156
C 8.60461 0.67505 -3.76100
C 8.02084 -0.54255 -3.10978
C 7.39875 1.97543 -1.85217
C 8.22321 1.89250 -0.59404
O 9.28362 0.93933 -0.65440
C 9.92856 0.54719 0.59096
H 9.51093 4.99471 -3.30368
H 8.73670 4.39732 -2.03853
H 7.71367 4.72219 -3.54299
H 9.95780 2.59976 -3.06925
H 9.08721 2.95450 -4.60983
H 6.09401 1.39337 -3.99503
H 7.29815 2.07840 -5.09949
H 6.44453 3.18191 -3.83152
H 9.67791 0.63221 -3.58555
H 8.54761 0.70002 -4.84754
H 8.54322 -1.50230 -3.37436
H 6.95029 -0.71048 -3.45451
H 8.09763 -0.43576 -2.01638
H 6.79624 1.08319 -1.88350
H 6.60956 2.71206 -1.73498
H 7.51932 1.58227 0.23364
H 8.65611 2.88296 -0.34241
H 10.75992 -0.05789 0.22768
H 9.17140 -0.03797 1.16550
H 10.29735 1.37761 1.21242
C 5.24171 5.07210 2.67677
C 4.24631 5.15893 1.55708
N 3.12177 6.11736 1.83105
C 2.31616 5.99257 0.65212
C 2.38195 5.72893 3.06493
C 2.06003 4.21915 3.29884
C 3.62611 7.51591 2.04665
C 2.61651 8.62751 1.74645
O 2.20144 8.69828 0.42088
C 1.91485 10.09979 0.02821
H 4.75460 4.70094 3.61165
H 5.76679 6.00467 2.96269
H 6.05462 4.43895 2.42091
H 3.82316 4.18614 1.30361
H 4.64282 5.59469 0.63197
H 2.00668 4.98487 0.57083
H 2.85484 6.26565 -0.28213
H 1.50542 6.67527 0.71700
H 1.40609 6.16676 2.97757
H 2.90783 6.06344 3.97923
H 2.92907 3.66501 3.76811
H 1.77628 3.65415 2.44403
H 1.18601 4.07194 3.94770
H 4.52241 7.59137 1.41092
H 4.05222 7.61530 3.02761
H 3.02984 9.59766 2.04082
H 1.76162 8.68015 2.44678
H 1.11434 10.54020 0.60315
H 1.56112 9.96926 -0.99156
H 2.82104 10.76104 0.06623
C -3.17440 -9.83723 2.98352
C -1.66799 -9.45166 2.84949
N -1.19108 -9.86635 1.44419
C 0.28808 -9.64110 1.44298
C -1.47472 -11.36966 1.15634
C -1.11771 -12.31372 2.27167
C -1.96749 -9.14279 0.32752
C -1.77494 -7.65656 0.36294
O -0.53883 -7.39270 -0.22611
C 0.01004 -6.09318 0.10172
H -3.35929 -9.84281 4.06694
H -3.28457 -10.88669 2.73117
H -3.90721 -9.15129 2.59223
H -1.22699 -10.15761 3.54305
H -1.36344 -8.42298 2.99266
H 0.76429 -10.16099 2.27196
H 0.50856 -8.61753 1.50601
H 0.70514 -10.11319 0.57627
H -0.87256 -11.59257 0.27645
H -2.49609 -11.39531 0.88669
H -1.23364 -13.34791 1.93790
H -1.67461 -12.15864 3.19278
H -0.04115 -12.15268 2.52432
H -3.02460 -9.40195 0.38408
H -1.51970 -9.60721 -0.60357
H -1.83022 -7.25499 1.39385
H -2.65475 -7.19998 -0.17886
H 0.43662 -6.09307 1.13728
H -0.73885 -5.36703 0.14461
H 0.79327 -5.98263 -0.66588
C -0.54925 -1.27590 -1.27303
C 0.79405 -1.42791 -1.90229
N 1.43557 -0.09569 -2.39602
C 2.86863 -0.36366 -2.91506
C 0.58617 0.39768 -3.54666
C 1.12887 1.70440 -4.24708
C 1.40475 0.95190 -1.32168
C 1.94851 0.45768 0.04315
O 3.27975 0.07981 -0.32037
C 4.18401 0.14191 0.75725
H -0.49625 -0.51952 -0.44590
H -0.77849 -2.27488 -0.94737
H -1.27189 -0.85303 -2.01121
H 0.61883 -2.07297 -2.78340
H 1.56185 -1.90342 -1.21566
H 3.36626 -1.16649 -2.40645
H 3.59353 0.53115 -2.85626
H 2.76142 -0.68499 -3.95455
H -0.41800 0.55147 -3.08410
H 0.43216 -0.41678 -4.23833
H 2.19296 1.65893 -4.31344
H 0.91384 2.59790 -3.59762
H 0.68044 1.79991 -5.23153
H 0.32862 1.31842 -1.29282
H 1.99479 1.72291 -1.73096
H 1.36319 -0.38340 0.49118
H 1.99177 1.30592 0.66832
H 4.99156 -0.61907 0.58710
H 3.66902 -0.07533 1.71207
H 4.58038 1.16645 0.81214
C -4.29350 -0.74825 -0.04720
C -5.25878 -0.97366 -1.25133
N -5.27889 -2.39595 -1.77897
C -5.72055 -3.26253 -0.59300
C -6.39196 -2.40786 -2.80525
C -7.65707 -1.69801 -2.39814
C -3.89460 -2.86408 -2.31040
C -4.05106 -4.04740 -3.19905
O -4.60044 -5.18806 -2.51217
C -4.31516 -6.38616 -3.17742
H -3.43319 -1.37167 -0.16330
H -4.74224 -1.16601 0.83601
H -3.85422 0.23666 -0.03008
H -4.95222 -0.35811 -2.07778
H -6.25856 -0.71927 -0.93974
H -6.69748 -2.82288 -0.25303
H -4.89984 -3.28610 0.10362
H -5.82073 -4.33799 -0.92773
H -6.60878 -3.45681 -2.96873
H -6.07002 -2.01887 -3.79233
H -7.43536 -0.71194 -2.02184
H -8.31880 -2.21166 -1.72887
H -8.19675 -1.54111 -3.31070
H -3.25855 -3.05224 -1.41601
H -3.50894 -2.02760 -2.88414
H -3.10257 -4.35047 -3.60298
H -4.67409 -3.78102 -4.04131
H -4.47988 -6.24823 -4.28310
H -5.03305 -7.09721 -2.72080
H -3.24576 -6.74619 -3.07737
C -5.04082 4.54958 -2.13303
C -3.66036 4.07071 -1.79721
N -2.49606 4.85253 -2.31419
C -1.21895 4.09426 -1.79244
C -2.59422 4.75018 -3.80232
C -1.69121 5.51904 -4.66165
C -2.44484 6.34870 -1.90512
C -2.75589 6.67443 -0.45369
O -1.86046 5.88780 0.34448
C -2.14604 5.87473 1.70200
H -5.26427 4.39964 -3.18602
H -5.04535 5.55014 -1.87795
H -5.78022 4.06853 -1.56248
H -3.57873 3.01341 -2.11610
H -3.61310 4.02407 -0.68153
H -1.13383 4.16388 -0.71150
H -0.39624 4.59815 -2.25164
H -1.33596 3.00735 -1.89162
H -3.58792 5.17660 -3.98178
H -2.56368 3.70604 -3.99807
H -1.96709 5.21351 -5.71456
H -0.57134 5.56122 -4.55903
H -1.96347 6.58797 -4.57116
H -3.26977 6.93246 -2.38129
H -1.43134 6.71942 -2.02936
H -3.91076 6.48115 -0.19917
H -2.56402 7.77833 -0.21421
H -1.20453 5.54497 2.12803
H -2.93317 5.11050 1.91536
H -2.45955 6.85137 2.13735
B -2.98575 -4.56878 1.92411
F -1.80496 -4.69175 2.71627
F -3.84078 -5.73124 2.02320
F -3.76542 -3.46660 2.31775
F -2.58204 -4.49106 0.50690
B -1.16645 2.18932 1.40994
F -1.11363 0.73790 1.28129
F -2.41090 2.63325 0.98947
F -1.05840 2.43360 2.76912
F -0.08499 2.87724 0.75553
B 3.54966 3.64581 -1.62326
F 3.78199 2.85295 -2.83665
F 2.25931 4.13165 -1.65847
F 3.71237 2.77611 -0.47641
F 4.45581 4.69991 -1.62588
As -3.05404 0.61507 -4.78837
F -3.03495 0.70157 -3.06061
F -1.91756 -0.67717 -4.59612
F -2.98508 0.51064 -6.48398
F -4.24065 1.88296 -4.76474
F -1.68323 1.75363 -4.73315
F -4.39758 -0.55103 -4.74793
*
```

Summary:
Orbital gap in eV: 10.40

---

Entry 4:
Molecular formula: C6H15NS
Method: DFT, ωB97M-V with the def2-TZVPD basis set

ORCA input file:
```
! wB97M-V def2-TZVPD RIJCOSX def2/J DEFGRID3
* xyz 0 1
C -0.11750 -1.65860 0.15342
C -0.90282 -0.95818 -1.04547
C -1.59036 0.38727 -0.68634
S -2.78679 0.22472 0.69628
C 0.65265 -0.64753 0.97084
N 1.87228 -0.21328 0.28566
C 2.12920 1.14858 -0.09451
C 3.30097 1.19073 -1.05827
H -0.99718 -2.03957 0.66020
H 0.53975 -2.49817 -0.03887
H -1.73444 -1.65278 -1.19359
H -0.27407 -0.97069 -1.98118
H -0.83172 1.17564 -0.44732
H -2.06727 0.77470 -1.66256
H -1.56547 1.46594 1.69305
H -0.07219 0.12931 1.04215
H 0.85362 -0.96348 2.02793
H 2.68291 -0.68346 0.70854
H 2.41699 1.83172 0.71457
H 1.12283 1.42349 -0.50252
H 4.22500 0.98374 -0.49971
H 3.38405 2.11693 -1.55841
H 3.18296 0.36510 -1.75781
*
```

Summary:
Orbital gap in eV: 7.35
Relative energy (zero: lowest compared OMol25 entry of this formula, charge and spin) in kJ/mol: 342.9

---

Number 1: DFT total energy -3101.89630 a.u.. Number 2: DFT total energy -1415.60731 a.u.. Number 3: DFT total energy -7235.29694 a.u.. Number 4: DFT total energy -690.41085 a.u..